No. 1
Here is the molecule C20H29N3O3S from the OMol25 dataset. Energies are from wB97M-V/def2-TZVPD.

## Properties
Orbital gap ... 8.60 eV
SMILES string ... CC[C@@H](CC(=O)N(C)[C@@H]1CN(C(=O)/C=C/c2cc(C)no2)CC12CC2)SC
Charge ... 0
HOMO energy ... -8.685 eV
Multiplicity ... 1

Geometry (Å):
C: -2.08057 0.97723 -4.66196
C: -1.63719 1.98625 -3.61224
C: -0.54289 1.44713 -2.69346
C: 0.09577 2.51301 -1.78524
C: -0.85423 2.97622 -0.68278
O: -1.92625 3.45415 -0.99117
N: -0.57265 2.68809 0.65040
C: -1.57170 1.88959 1.35725
C: 0.81397 2.48659 1.06534
C: 1.31736 1.03624 0.99371
N: 1.08481 0.50562 2.33238
C: 0.81567 -0.77427 2.68297
O: 0.57779 -1.07760 3.84437
C: 0.80813 -1.78999 1.58966
C: 0.49596 -3.04950 1.87911
C: 0.42784 -4.10841 0.89081
C: 0.13582 -5.42804 0.98910
C: 0.22798 -5.90318 -0.34955
C: -0.01142 -7.28218 -0.86356
N: 0.55270 -4.94124 -1.16728
O: 0.68074 -3.79961 -0.39239
C: 1.00231 1.55403 3.34343
C: 1.03776 2.83907 2.53344
C: 2.01730 3.92573 2.88042
C: 0.54238 4.13183 3.09088
S: -1.11026 0.01341 -1.70074
C: -0.33988 -1.34700 -2.60514
H: -2.83032 1.41261 -5.32271
H: -1.24151 0.64928 -5.28129
H: -2.52382 0.09726 -4.19330
H: -1.24769 2.88437 -4.10293
H: -2.48528 2.30951 -3.01049
H: 0.26764 1.05607 -3.31498
H: 1.02663 2.11485 -1.38810
H: 0.34134 3.37925 -2.40605
H: -2.55362 2.14485 0.96901
H: -1.39915 0.81919 1.21730
H: -1.55363 2.12382 2.42120
H: 1.42808 3.13506 0.44271
H: 0.77167 0.47532 0.23835
H: 2.38531 1.02323 0.74885
H: 1.04013 -1.50602 0.57267
H: 0.26753 -3.31229 2.90500
H: -0.10886 -5.98205 1.87836
H: 0.42526 -8.02358 -0.19587
H: -1.08183 -7.48123 -0.93054
H: 0.42151 -7.39306 -1.85500
H: 0.07986 1.43002 3.91465
H: 1.83173 1.48208 4.05162
H: 2.63774 3.77613 3.75427
H: 2.49476 4.46001 2.06925
H: 0.01260 4.78845 2.41358
H: 0.17203 4.12903 4.10771
H: -0.59296 -2.26635 -2.08133
H: -0.71740 -1.40182 -3.62418
H: 0.74500 -1.24716 -2.61555

Atom charges from the Löwdin analysis, given in e for atoms 1 to 5: C -0.1175; C -0.2808; C -0.5619; C -0.1219; C -0.4448

---

No. 2
Here is the molecule C20H29N3O3S from the OMol25 dataset. Energies are from wB97M-V/def2-TZVPD.

## Properties
Orbital gap ... 9.42 eV
SMILES string ... Cc1ccc(CSc2nnc(CCCCCNC(=O)OC(C)(C)C)o2)cc1
Charge ... 0
HOMO energy ... -8.706 eV
Multiplicity ... 1

Geometry (Å):
C: -7.35772 -0.49038 -0.56980
C: -6.01774 0.05650 -0.18444
C: -5.91255 1.12821 0.69252
C: -4.67770 1.64872 1.03350
C: -3.51380 1.10129 0.51106
C: -2.17695 1.64483 0.89245
S: -1.33582 2.39025 -0.57047
C: 0.26730 2.38449 0.05535
N: 0.69205 1.86530 1.16659
N: 2.01613 2.12793 1.22442
C: 2.33338 2.78666 0.16147
C: 3.67135 3.27997 -0.23109
C: 4.32192 2.35996 -1.27824
C: 4.26588 0.88113 -0.89816
C: 4.95526 0.56192 0.42597
C: 4.77370 -0.91083 0.80249
N: 3.40250 -1.22443 1.12377
C: 2.57243 -1.81838 0.23355
O: 2.92142 -2.27272 -0.83086
O: 1.32657 -1.84993 0.74522
C: 0.23822 -2.42747 -0.00809
C: -0.96036 -2.32307 0.93665
C: 0.00444 -1.60965 -1.27956
C: 0.51735 -3.89238 -0.34431
O: 1.25457 2.98883 -0.64012
C: -3.61495 0.03392 -0.37379
C: -4.85031 -0.47994 -0.71504
H: -7.73670 0.03871 -1.44488
H: -7.28900 -1.54654 -0.81950
H: -8.07588 -0.36275 0.23678
H: -6.80827 1.56224 1.11306
H: -4.61781 2.48262 1.71802
H: -1.49792 0.87094 1.24911
H: -2.25820 2.42882 1.64389
H: 4.28500 3.33028 0.66715
H: 3.56816 4.28357 -0.64791
H: 5.36010 2.67102 -1.40729
H: 3.80860 2.49423 -2.23273
H: 3.22312 0.56466 -0.83737
H: 4.73037 0.29503 -1.69354
H: 4.52568 1.17073 1.22290
H: 6.02135 0.78376 0.35182
H: 5.05348 -1.55563 -0.03376
H: 5.39753 -1.15444 1.66803
H: 2.96944 -0.73205 1.89042
H: -0.79139 -2.93515 1.81845
H: -1.08994 -1.29378 1.25898
H: -1.86489 -2.65914 0.43836
H: 0.87198 -1.68289 -1.93040
H: -0.86568 -1.98616 -1.81072
H: -0.15548 -0.56304 -1.02589
H: 0.74069 -4.44589 0.56521
H: -0.35684 -4.32974 -0.81900
H: 1.36573 -3.96943 -1.01804
H: -2.71814 -0.38991 -0.79889
H: -4.91166 -1.31079 -1.40326

Atom charges from the Löwdin analysis, given in e for atoms 1 to 5: C -0.0522; C -0.2803; C -0.0411; C -0.0352; C -0.3096